Record 1
78
Properties=species:S:1:pos:R:3:forces:R:3:lowdin_spin:R:1 method="wB97M-V/def2-TZVPD" total_energy_ev=-75255.60849 de_lowest_ev=0.000 homo_ev="-10.30 / -10.33" charge=+1 s2=0.77 multiplicity=2 orbital_gap_ev="6.30 / 5.91"
Re 0.73018 0.22292 0.17096 0.03 0.13 0.05 0.901
S 1.79985 -2.57727 0.11296 0.03 0.02 0.06 0.005
P -1.66175 -0.51337 -0.20757 -0.02 0.03 -0.17 0.006
O 0.76475 1.99163 -2.28690 -0.03 0.00 0.02 -0.004
O 1.72163 -1.32948 1.37210 0.01 -0.08 -0.03 0.027
O 0.92102 -1.63650 -0.75338 -0.04 0.00 0.03 0.045
O 1.00805 -3.64912 0.64869 0.02 -0.04 0.00 0.003
N 0.25284 2.75718 1.63565 0.01 0.01 -0.01 -0.012
N -0.19920 0.53555 2.02422 -0.16 -0.15 0.18 0.005
N 0.91787 2.16140 0.68870 -0.02 -0.02 0.12 -0.020
N 2.58888 0.69763 -0.45470 0.02 0.02 -0.04 0.046
C -2.02195 0.07635 -4.70972 -0.01 -0.03 0.07 0.000
C -0.65116 -0.44649 2.85192 0.05 0.07 -0.05 0.000
C 5.41635 -1.99603 -2.01881 0.00 -0.01 0.00 -0.001
C 2.85531 2.04607 -0.55977 -0.03 0.04 -0.04 -0.004
C 3.95288 2.63146 -1.20456 -0.04 -0.04 0.02 0.005
C -2.86896 -0.99633 -2.72311 -0.03 -0.01 -0.04 0.000
C -1.00757 0.66581 -3.97689 -0.02 -0.02 -0.04 0.000
C -1.57320 1.17923 4.34489 -0.02 -0.01 0.04 -0.006
C -2.09265 -2.21063 0.25014 0.04 0.00 0.03 0.004
C 3.36259 -0.76492 -2.26548 0.03 0.01 0.01 0.000
C -3.65177 2.87968 0.74236 -0.02 0.01 0.00 0.000
C 4.68675 -0.51782 -0.26945 -0.01 0.00 0.00 0.003
C -4.22798 0.15747 0.79230 -0.01 0.05 -0.03 -0.001
C 3.13972 4.82704 -0.54132 0.04 0.00 -0.01 0.004
C 3.55198 -0.20484 -1.00886 0.00 -0.02 -0.02 0.009
C 2.60691 -1.40217 2.49797 0.03 -0.01 0.01 0.002
C -1.83331 -0.41962 -1.99520 0.01 0.02 0.09 0.000
C -2.92188 -3.84357 1.82159 0.00 0.02 0.00 0.000
C -2.68490 1.95930 0.37443 0.01 -0.03 -0.02 0.002
C -2.65932 -2.52489 1.48725 -0.01 -0.01 0.00 0.000
C 4.29401 -1.66395 -2.76496 -0.02 0.01 0.00 0.000
C -0.91316 0.41132 -2.61054 0.06 -0.02 0.02 -0.002
C 0.16312 1.07278 -1.79480 -0.07 0.03 -0.06 -0.009
C -2.95397 -0.75246 -4.08321 0.06 0.04 -0.01 0.000
C -1.33039 -0.16288 4.00014 0.00 0.02 0.02 0.002
C -2.96058 0.59227 0.41002 0.04 0.01 0.01 -0.002
C -5.19267 1.08294 1.16482 0.01 -0.03 0.00 0.000
C -2.62516 -4.86030 0.92506 -0.01 0.00 0.00 0.000
C 4.07681 4.00216 -1.18680 -0.01 0.04 0.01 -0.007
C -1.08609 2.17441 3.54916 0.02 0.02 0.00 0.001
C 2.06015 4.27121 0.09885 0.01 -0.02 -0.01 -0.003
C -1.79028 -3.24093 -0.64048 0.01 0.01 0.00 0.000
C -0.37151 1.82829 2.39034 0.07 -0.03 -0.09 -0.005
C -4.90484 2.43963 1.14637 0.00 0.03 0.00 0.000
C 5.61636 -1.41490 -0.77421 0.00 0.00 0.00 0.001
C 1.92377 2.88267 0.06674 0.04 -0.01 -0.05 0.002
C -2.06242 -4.55655 -0.30461 -0.01 -0.01 -0.01 0.000
H -6.17547 0.74081 1.46084 0.00 0.00 0.00 0.000
H -5.66228 3.15661 1.43440 0.00 0.00 0.00 0.000
H -3.36783 -4.07584 2.77969 0.00 0.00 0.00 0.000
H 4.68003 2.01397 -1.71216 0.01 0.00 0.00 0.000
H 3.64261 -1.37732 2.16187 -0.02 0.00 0.01 0.001
H -2.09827 0.26259 -5.77261 0.00 0.00 0.00 0.000
H -0.28460 1.32389 -4.43933 0.00 0.01 -0.01 0.000
H 6.13702 -2.70128 -2.41020 0.01 0.01 0.00 0.000
H -0.45110 -1.46052 2.53718 -0.01 0.00 -0.01 0.001
H 4.92025 4.45800 -1.68878 0.00 0.00 0.00 0.000
H 2.40955 -2.32141 3.04850 0.00 0.00 0.00 0.000
H 4.14332 -2.10369 -3.74208 0.00 0.00 0.00 0.000
H -1.71361 2.30926 0.04044 -0.02 0.00 0.00 0.001
H -2.83548 -5.88887 1.18622 0.01 0.00 0.00 0.000
H -3.59798 -1.63042 -2.23356 0.00 0.01 -0.01 0.000
H -3.75009 -1.20222 -4.66149 0.00 0.00 0.00 0.000
H -1.82316 -5.34718 -1.00276 0.01 0.00 0.00 0.000
H 2.48471 -0.49976 -2.83991 -0.01 0.00 -0.01 0.000
H 6.49734 -1.65856 -0.19516 0.00 0.00 0.00 0.000
H 3.26940 5.89993 -0.55394 0.00 0.00 -0.01 0.000
H -2.91303 -1.74072 2.18783 0.01 -0.02 0.01 0.000
H 2.40202 -0.54094 3.13016 -0.01 0.00 0.00 0.000
H -3.42833 3.93778 0.71001 0.00 0.00 -0.01 0.000
H 1.31913 4.87288 0.60476 0.00 -0.01 0.00 0.000
H 4.83874 -0.04428 0.69340 0.00 0.01 -0.01 0.000
H -1.67913 -0.97261 4.62494 0.01 -0.01 -0.01 0.000
H -4.47415 -0.89472 0.78549 -0.02 -0.01 -0.01 0.000
H -2.12414 1.41850 5.24416 0.00 0.00 0.00 0.000
H -1.20252 3.22256 3.78230 0.00 0.00 -0.01 0.000
H -1.32807 -3.01784 -1.59250 0.00 0.00 0.00 0.000

=====

Record 2
73
Properties=species:S:1:pos:R:3:forces:R:3:lowdin_charge:R:1 method="wB97M-V/def2-TZVPD" total_energy_ev=-65232.99583 de_lowest_ev=0.087 homo_ev="-7.44 / -7.29" orbital_gap_ev="7.18 / 7.14"
Au -0.47214 0.19891 0.41350 -0.80 -1.33 0.48 0.791
P -1.14758 -2.05202 -0.69856 0.50 0.24 -0.40 1.052
P 2.07771 0.22726 -0.55357 -0.05 -0.01 0.11 1.060
O -0.39103 0.61699 2.25834 0.05 0.56 -0.43 -0.630
O 1.01982 -1.34696 -2.71239 -0.15 -0.03 0.39 -0.037
C -0.19125 1.73756 -4.28442 0.00 0.05 0.00 -0.073
C 2.58603 1.69489 0.41337 0.43 -0.14 -0.14 -0.362
C 1.40350 -4.66064 2.10703 0.00 0.00 0.00 -0.083
C -0.17085 -2.88033 1.74065 0.04 -0.03 -0.04 -0.116
C 1.10063 2.24817 -2.32843 -0.09 -0.08 0.11 -0.086
C 1.65868 2.56802 0.98006 0.21 0.42 0.09 -0.132
C 0.16930 -2.34003 -3.15332 0.17 -0.13 -0.17 -0.295
C 4.35872 2.86430 1.58057 0.01 0.04 0.02 -0.087
C 3.64098 -0.35716 -1.31019 -0.06 -0.08 0.05 -0.382
C 3.93902 1.84752 0.73767 -0.13 0.11 0.05 -0.091
C 2.09324 3.59925 1.80435 -0.15 -0.05 -0.02 -0.073
C -0.15076 -3.14165 0.36709 -0.08 0.04 0.12 -0.377
C 5.24104 -2.14142 -1.57862 -0.01 -0.01 0.01 -0.082
C -5.19926 -1.91992 -0.56394 0.00 0.00 -0.02 -0.075
C -0.87368 -2.78776 -2.35116 -0.21 -0.01 -0.01 -0.273
C 0.60024 -3.64174 2.60301 -0.01 0.01 0.01 -0.068
C 0.46941 -2.95796 -4.35925 -0.01 0.10 0.00 -0.002
C 3.43465 3.75203 2.11074 0.07 -0.02 -0.01 -0.090
C 4.38236 0.42825 -2.19192 -0.03 -0.04 -0.03 -0.090
C 5.97683 -1.35282 -2.44842 0.00 0.01 -0.01 -0.088
C -0.02736 0.38110 -4.04557 -0.06 -0.08 0.09 -0.002
C 1.24058 0.89232 -2.03927 0.23 0.30 -0.08 -0.324
C -3.86313 -1.64052 -0.80121 0.01 -0.02 0.01 -0.093
C -1.83847 1.58416 -0.21935 -0.16 0.01 0.22 -0.204
C 0.38442 2.67360 -3.43751 -0.04 -0.01 -0.01 -0.083
C 4.07370 -1.64366 -1.01157 0.01 0.01 0.02 -0.093
C 1.43221 -4.91716 0.74492 0.01 0.01 -0.01 -0.083
C -0.30819 -4.01264 -4.80471 -0.03 -0.03 0.01 -0.064
C -2.86974 -2.49984 -0.33395 0.01 0.08 0.02 -0.369
C 0.68970 -0.02666 -2.93114 0.17 0.06 -0.31 -0.289
C -1.37699 -4.45646 -4.03591 0.03 0.01 -0.02 -0.072
C -1.64736 -3.85174 -2.82003 -0.01 0.05 0.03 -0.065
C -3.22842 -3.63592 0.38564 0.00 0.01 -0.02 -0.083
C 0.65686 -4.16130 -0.12529 0.02 -0.01 0.00 -0.079
C -4.56722 -3.90952 0.62829 0.01 -0.02 0.00 -0.074
C 5.54605 -0.06669 -2.75635 0.00 0.00 -0.01 -0.078
C -5.55144 -3.05509 0.15358 0.00 0.00 0.00 -0.081
H 0.27308 3.73115 -3.63676 0.01 0.00 -0.01 0.104
H -0.75143 2.05986 -5.15262 -0.01 0.00 0.00 0.105
H -0.43589 -0.35659 -4.72368 -0.02 0.02 0.00 0.116
H 6.88600 -1.73803 -2.89225 0.00 0.00 0.00 0.101
H -2.34151 1.14741 -1.07839 0.00 0.07 -0.04 -0.020
H 1.31735 -2.59520 -4.92589 -0.01 -0.01 -0.01 0.130
H -2.46440 -4.21486 -2.20949 -0.02 0.00 -0.02 0.105
H -1.98934 -5.28140 -4.37475 0.00 0.00 -0.01 0.106
H -6.59410 -3.26995 0.34831 0.00 0.00 0.00 0.104
H 5.57173 -3.14454 -1.34156 0.00 0.00 0.00 0.102
H -2.46195 -4.30427 0.75719 0.00 0.00 0.02 0.107
H -4.84018 -4.79240 1.19165 0.00 0.00 0.00 0.105
H 2.01201 -5.24844 2.78221 0.00 0.00 0.00 0.103
H -2.53576 1.79611 0.58565 0.01 0.02 0.01 0.001
H -0.76562 -2.06257 2.13655 0.02 -0.01 0.01 0.083
H 0.59365 2.47816 0.81782 0.16 -0.09 -0.05 0.047
H -0.07711 -4.48965 -5.74811 0.00 -0.01 0.00 0.107
H 4.67632 1.16334 0.34267 0.00 -0.01 -0.03 0.093
H 4.04518 1.42960 -2.43413 0.00 0.00 0.00 0.113
H 0.69300 -4.36913 -1.18706 -0.01 0.00 0.00 0.103
H 3.75608 4.54926 2.76867 0.00 0.00 0.00 0.100
H 3.48792 -2.25613 -0.33491 0.01 -0.01 0.00 0.096
H -5.96435 -1.24724 -0.92878 0.00 0.00 0.00 0.106
H 0.58392 -3.42477 3.66288 0.00 0.00 0.00 0.109
H 6.11903 0.54831 -3.43865 0.00 0.00 0.00 0.103
H 1.35879 4.26971 2.23198 0.00 0.00 0.00 0.107
H -3.58540 -0.74766 -1.34918 -0.01 0.00 0.00 0.091
H 5.41016 2.95764 1.82159 0.00 0.01 0.00 0.101
H 1.54271 2.97211 -1.65502 -0.01 0.02 -0.02 0.104
H 2.06014 -5.70669 0.35207 0.00 0.00 0.00 0.103
H -1.29003 2.47937 -0.50269 0.00 0.00 -0.03 -0.007